Record 1
27
Properties=species:S:1:pos:R:3:forces:R:3:mulliken_charge:R:1 method="wB97M-V/def2-TZVPD" e_above_lowest_kcal_mol=178.3 e_lumo_ev="-5.288 / -6.088" homo_lumo_gap_ev="7.36 / 5.06" charge=+1
C 1.298 0.406 1.011 -0.66 2.59 1.40 -0.55
C 0.166 0.487 0.016 -0.66 0.08 -2.30 0.14
C 0.137 1.897 -0.632 -0.85 -1.21 1.71 -1.71
C -1.926 1.113 1.454 1.18 0.15 -3.53 -0.84
C 4.273 -1.105 -0.921 -1.36 -0.64 -0.07 -0.83
C -3.311 -1.544 -0.825 0.23 -3.17 -0.76 -0.86
N -1.357 -1.097 1.000 -0.33 1.78 0.87 -0.83
N 2.373 -0.168 0.428 2.08 -2.00 -0.02 -0.34
N -1.058 0.092 0.751 0.59 -1.56 1.22 0.86
S 3.237 0.352 -0.779 0.54 0.29 -0.33 0.14
S -2.535 -0.098 -1.472 -0.70 -0.09 -0.70 0.05
H 1.447 1.480 1.361 0.09 -1.01 -0.10 0.32
H 1.033 -0.178 1.874 -0.24 -0.29 0.50 0.42
H 0.315 -0.268 -0.850 -0.30 0.88 1.59 0.35
H 1.075 2.055 -1.090 0.94 0.20 -0.67 0.40
H -0.060 2.704 0.067 0.23 -0.04 0.33 0.48
H -0.653 1.895 -1.318 -0.92 0.29 -1.49 0.46
H -1.721 1.444 2.425 1.12 0.16 1.32 0.30
H -1.929 1.896 0.668 -0.54 -0.11 1.10 0.42
H -2.760 0.513 1.401 -2.64 -0.27 0.46 0.31
H 4.603 -1.178 -1.914 0.30 0.07 -1.73 0.38
H 3.557 -1.956 -0.770 1.12 0.67 0.36 0.26
H 5.188 -1.074 -0.365 0.00 -0.07 1.00 0.31
H -2.909 -2.559 -1.320 -1.11 2.34 0.57 0.32
H -4.421 -1.538 -0.858 0.57 0.26 -0.56 0.38
H -3.140 -1.763 0.231 0.15 0.64 0.28 0.35
H -0.924 -1.808 0.426 1.15 0.05 -0.43 0.29

Record 2
13
Properties=species:S:1:pos:R:3:forces:R:3:mulliken_charge:R:1 method="wB97M-V/def2-TZVPD" e_above_lowest_kcal_mol=42.1 e_lumo_ev=0.971 smiles="C=CC.C=O" homo_lumo_gap_ev=10.76
C -1.656 -0.187 0.261 -0.06 -0.02 0.06 -1.00
C -0.530 0.763 -0.039 0.09 0.13 0.20 -0.15
C 0.514 0.956 0.765 -0.19 0.07 -0.02 -0.83
C 1.440 -0.782 -0.970 0.24 -0.01 -0.23 -0.06
O 2.318 -0.150 -1.498 -0.24 -0.41 0.11 -0.45
H -2.429 0.334 0.835 -0.03 -0.11 -0.08 0.32
H -1.314 -1.038 0.862 -0.04 0.17 -0.06 0.29
H -2.127 -0.576 -0.648 0.12 0.09 0.13 0.32
H 0.435 -0.912 -1.418 0.25 -0.11 -0.18 0.22
H -0.569 1.291 -0.993 -0.04 0.04 0.24 0.41
H 1.328 1.622 0.491 -0.18 -0.05 0.08 0.33
H 0.622 0.400 1.695 -0.08 0.16 -0.08 0.33
H 1.554 -1.296 0.007 0.18 0.05 -0.18 0.28

Record 3
42
Properties=species:S:1:pos:R:3:forces:R:3:mulliken_charge:R:1 method="wB97M-V/def2-TZVPD" e_lumo_ev="-1.029 / -2.094" s_squared=2.01 spin_multiplicity=3 homo_lumo_gap_ev="7.10 / 5.94"
Pd 1.477 -1.604 1.477 -0.14 -0.18 0.00 0.54
C 4.783 1.684 0.796 -0.02 0.00 0.00 -1.29
C 3.530 1.801 -0.017 0.02 0.02 -0.02 1.04
N 3.358 2.855 -0.770 0.00 0.00 -0.02 -0.67
C 2.222 2.970 -1.489 0.03 -0.01 0.05 -1.01
C 1.238 2.022 -1.507 0.00 0.02 -0.03 0.57
C 0.012 2.272 -2.344 -0.01 -0.03 0.00 -0.92
O -1.147 2.208 -1.513 0.05 0.02 0.02 -0.42
C 1.399 0.846 -0.719 0.02 0.04 0.02 -0.28
C 0.348 -0.137 -0.806 -0.02 -0.03 -0.13 0.34
N 0.225 -1.274 -0.209 0.05 0.04 0.11 -0.19
C -0.920 -2.095 -0.459 -0.01 -0.03 0.01 0.68
C -1.925 -1.729 -1.360 -0.05 0.00 -0.04 -0.27
C -3.028 -2.530 -1.583 0.02 0.00 0.01 -0.93
C -3.169 -3.735 -0.913 0.01 0.02 0.00 -0.59
C -2.195 -4.119 -0.014 -0.04 -0.04 0.01 -0.53
C -1.090 -3.311 0.205 0.04 0.03 0.02 0.28
I 0.229 -4.020 1.670 0.07 0.13 -0.04 0.24
C 2.554 0.751 0.080 0.05 -0.04 0.02 0.99
O 2.822 -0.206 0.918 -0.04 0.03 -0.01 -1.06
H 5.423 2.538 0.589 0.00 0.00 0.00 0.38
H 5.312 0.759 0.562 0.00 0.00 0.00 0.32
H 4.551 1.648 1.862 0.00 0.00 0.00 0.31
H 2.116 3.881 -2.067 0.01 0.00 0.00 0.34
H -0.064 1.529 -3.148 -0.02 0.01 -0.01 0.29
H 0.109 3.250 -2.816 0.00 0.01 0.01 0.48
H -1.812 2.833 -1.816 -0.03 -0.03 0.00 0.28
H -0.441 0.154 -1.483 0.02 -0.03 -0.04 0.08
H -1.876 -0.795 -1.900 0.00 0.01 0.03 0.37
H -3.786 -2.199 -2.280 0.00 0.00 0.00 0.40
H -4.038 -4.360 -1.070 0.00 0.00 0.00 0.39
H -2.307 -5.037 0.546 0.00 0.00 -0.01 0.34
N -0.043 1.313 2.068 0.00 -0.10 0.12 -0.21
C -0.608 0.126 2.401 -0.02 0.15 0.01 0.93
O 0.148 -0.784 2.910 0.05 0.01 -0.05 -0.88
C -1.969 -0.091 2.159 0.01 0.01 -0.06 0.30
C -2.554 -1.345 2.469 0.03 0.03 0.00 0.17
N -3.023 -2.370 2.713 0.02 -0.02 -0.03 -0.62
C -2.757 0.937 1.582 -0.19 -0.10 0.17 -0.05
N -3.389 1.791 1.131 0.12 0.04 -0.10 -0.57
H -0.606 2.085 1.749 -0.01 0.00 -0.03 0.19
H 0.890 1.489 2.398 -0.01 0.02 -0.01 0.24

Record 4
21
Properties=species:S:1:pos:R:3:forces:R:3:mulliken_charge:R:1 method="wB97M-V/def2-TZVPD" e_above_lowest_kcal_mol=46.5 e_lumo_ev=0.759 smiles="CC1=N[C@H](C(=O)O)[C@@H](O)CN1" homo_lumo_gap_ev=9.78
O -2.781 1.778 0.667 4.13 0.92 -0.43 -0.69
N 0.829 0.832 0.142 -0.83 0.06 -0.37 -0.65
O -0.803 2.759 1.293 -1.28 0.66 -0.86 -0.41
O -2.713 -0.755 -0.123 1.63 -0.09 -0.50 -0.60
C -1.513 1.850 0.602 -2.58 -0.91 1.43 0.37
C 1.542 -0.230 -0.010 -2.36 0.08 -0.88 0.59
N 0.941 -1.493 -0.244 0.65 0.99 -0.29 -0.20
C 3.036 -0.158 -0.158 -0.83 -4.25 0.54 -1.12
C -0.435 -1.569 -0.742 -0.31 -1.24 5.16 -0.87
C -1.273 -0.570 0.110 -1.43 -1.21 0.81 0.16
C -0.683 0.780 -0.127 1.38 0.95 1.16 0.07
H -1.437 3.495 1.505 0.63 -0.94 0.10 0.39
H -3.207 -0.004 0.256 0.62 -0.03 -0.18 0.36
H 1.543 -2.302 -0.250 -0.26 0.14 -0.26 0.25
H 3.526 -0.396 0.772 0.26 0.23 0.52 0.26
H 3.434 0.678 -0.594 0.51 2.27 -0.87 0.36
H 3.273 -1.055 -0.805 0.08 1.07 0.43 0.29
H -0.806 -2.601 -0.648 0.12 0.30 0.64 0.41
H -0.606 -1.408 -1.711 0.01 1.38 -4.15 0.42
H -1.124 -0.711 1.200 0.21 -0.60 -0.46 0.26
H -0.743 1.080 -1.136 -0.33 0.23 -1.53 0.33

Record 5
56
Properties=species:S:1:pos:R:3:forces:R:3:mulliken_charge:R:1 method="wB97M-V/def2-TZVPD" e_above_lowest_kcal_mol=2.3 e_lumo_ev=0.437 smiles="Cc1cccc(NC(=S)N(Cc2cccc(Br)c2)C[C@H]2CC[C@H](C(=O)O)CC2)c1" homo_lumo_gap_ev=8.47
C 0.435 6.090 0.792 -0.05 0.00 -0.04 -1.45
C 1.129 4.942 0.126 0.10 -0.11 -0.10 0.41
C 0.529 3.690 0.117 -0.01 0.05 -0.10 -0.23
C 1.153 2.613 -0.496 0.20 0.49 0.03 0.62
C 2.374 2.799 -1.141 -0.11 -0.14 0.07 -0.85
C 2.968 4.045 -1.141 0.01 0.04 -0.05 -0.76
C 2.354 5.111 -0.505 0.03 0.01 0.01 -0.66
H 2.830 6.081 -0.503 0.05 0.11 0.02 0.37
H 3.918 4.185 -1.635 0.08 0.00 -0.04 0.38
H 2.855 1.963 -1.632 0.05 -0.09 -0.01 0.44
N 0.576 1.335 -0.559 -0.11 -0.64 -0.45 0.11
C -0.119 0.678 0.409 -0.02 0.09 0.19 0.35
N -0.573 -0.565 0.078 0.16 0.11 -0.28 0.94
C -1.306 -1.356 1.044 -0.44 -0.20 0.47 -2.72
H -0.961 -2.393 0.983 0.05 0.01 -0.05 0.59
C -2.836 -1.322 0.881 0.38 0.15 -0.31 1.07
C -3.328 -2.023 -0.387 -0.20 -0.14 0.38 -0.78
C -4.854 -2.053 -0.422 0.18 0.14 -0.30 -0.94
H -5.196 -2.550 -1.332 -0.07 -0.05 0.05 0.43
C -5.406 -0.622 -0.380 -0.25 -0.15 0.23 0.29
C -6.924 -0.641 -0.477 0.70 0.22 -0.33 0.20
O -7.530 -0.225 -1.422 -0.21 -0.03 0.04 -0.57
O -7.570 -1.183 0.569 -0.46 -0.19 0.34 -0.48
H -6.964 -1.466 1.267 0.03 0.10 -0.19 0.39
C -4.909 0.101 0.876 0.16 0.13 -0.34 -1.01
C -3.384 0.105 0.915 -0.24 -0.21 0.41 -0.95
H -3.041 0.610 1.818 0.02 0.04 -0.11 0.41
H -3.000 0.663 0.058 0.07 0.09 -0.03 0.30
H -5.282 1.127 0.881 -0.07 -0.02 0.08 0.36
H -5.280 -0.393 1.780 -0.05 0.00 0.06 0.33
H -5.049 -0.083 -1.263 -0.11 -0.04 0.06 0.38
H -5.222 -2.629 0.432 -0.03 -0.04 0.02 0.30
H -2.946 -3.046 -0.426 0.08 -0.02 -0.08 0.36
H -2.971 -1.486 -1.268 0.09 0.01 -0.11 0.25
H -3.235 -1.867 1.745 -0.02 -0.03 0.02 0.37
H -1.061 -0.964 2.035 0.02 -0.19 -0.18 0.85
C -0.218 -1.186 -1.182 0.03 -0.06 -0.20 -1.33
C 1.273 -1.393 -1.356 0.14 -0.16 -0.15 0.32
C 2.072 -1.678 -0.256 0.09 -0.01 0.01 0.03
C 3.431 -1.868 -0.430 0.08 -0.07 0.19 -0.41
C 4.016 -1.783 -1.683 0.07 -0.02 0.08 -0.34
C 3.215 -1.506 -2.777 0.03 0.00 0.00 -0.76
C 1.855 -1.310 -2.617 -0.15 0.00 0.12 -0.08
H 1.238 -1.090 -3.477 -0.08 0.05 -0.10 0.41
H 3.658 -1.437 -3.758 0.05 0.01 -0.09 0.40
H 5.078 -1.932 -1.798 0.09 -0.01 0.00 0.44
Br 4.515 -2.260 1.087 -0.16 0.07 -0.24 -0.19
H 1.640 -1.739 0.732 -0.04 0.03 0.12 0.53
H -0.703 -2.164 -1.212 -0.04 0.16 -0.03 0.48
H -0.610 -0.600 -2.024 0.03 -0.10 0.05 0.22
S -0.378 1.330 1.909 0.06 0.30 0.65 -0.35
H 0.984 0.765 -1.288 -0.11 0.10 0.06 -0.10
H -0.427 3.557 0.596 -0.02 0.00 0.00 0.61
H 1.119 6.918 0.955 0.00 0.08 0.04 0.37
H -0.388 6.442 0.169 -0.06 0.08 0.02 0.31
H 0.019 5.779 1.748 -0.04 0.05 0.09 0.34

Record 6
8
Properties=species:S:1:pos:R:3:forces:R:3:mulliken_charge:R:1 method="wB97M-V/def2-TZVPD" e_above_lowest_kcal_mol=15.1 e_lumo_ev=0.821 smiles=CC(F)(Cl)Cl homo_lumo_gap_ev=11.73
C 0.359 -0.702 0.231 -1.06 -1.75 -1.40 -1.21
C -0.229 0.666 -0.137 -2.59 -2.43 0.98 0.75
H 0.848 -0.560 1.112 1.39 0.36 2.74 0.37
H -0.269 -1.647 0.376 0.09 1.93 -0.36 0.30
H 1.123 -1.023 -0.471 -0.01 0.33 -0.29 0.33
F 0.052 1.608 0.757 0.37 0.33 0.50 -0.19
Cl 0.213 1.117 -1.670 1.16 1.21 -2.62 -0.13
Cl -2.098 0.541 -0.198 0.64 0.02 0.44 -0.21